{"formula": "C32H33CaF6N4O6P2S6", "method": "the ωB97M-V functional and the def2-TZVPD basis", "total_charge": -2, "spin_multiplicity": 2, "total_energy_ev": -170306.3398, "homo_energy_ev": [0.070, -1.940], "s_squared": 0.778, "largest_force_ha_per_bohr": 0.0080, "de_lowest_kj_mol": 0.0, "orbital_gap_ev": [4.20, 6.20], "symbols": ["S", "H", "C", "C", "F", "C", "C", "C", "H", "C", "H", "C", "H", "N", "O", "P", "C", "H", "H", "H", "N", "C", "H", "H", "H", "N", "C", "C", "F", "H", "Ca", "C", "H", "H", "H", "H", "H", "S", "H", "H", "H", "H", "S", "C", "H", "C", "O", "H", "N", "H", "C", "C", "C", "C", "C", "H", "H", "C", "F", "C", "H", "H", "C", "H", "S", "C", "H", "C", "C", "F", "O", "H", "F", "O", "O", "S", "C", "H", "C", "O", "C", "C", "H", "P", "S", "C", "F", "C", "C", "H"], "positions_angstrom": [[1.6975, 1.4478, -3.2484], [2.3845, 4.4372, -2.5547], [-1.0517, -2.0125, 4.3611], [-1.7368, 2.2867, -5.5956], [1.9447, 5.2982, 1.7103], [0.8585, -5.4269, 0.1879], [1.1592, 4.5014, -4.3083], [1.7730, -5.8872, 1.1274], [-2.4630, -0.2544, 0.5967], [0.8716, 5.7165, 1.0529], [0.6418, -6.0075, -0.7008], [-2.9844, 2.6413, 2.1264], [-0.4390, -4.5449, -3.8575], [-0.5317, 3.7938, 2.0019], [-0.4643, 1.8823, -5.1025], [-0.0537, 2.2745, -3.5754], [1.0043, -0.3541, 5.2076], [1.7379, 3.7535, -4.8542], [5.3082, 2.6169, 1.9938], [6.4140, 1.7403, 3.0879], [2.4103, -0.7812, -0.5819], [-0.8949, -1.7355, 5.7101], [1.7961, 0.3129, 5.5249], [3.1466, -2.4912, -1.5098], [-1.8657, -2.6497, 4.0375], [3.6439, -0.6864, 0.0162], [-1.4522, -2.8654, -2.9029], [-2.5929, -3.4464, 1.6913], [-3.6187, 1.5519, 2.5778], [1.4939, -0.1489, 3.1249], [0.5812, 0.8415, -0.5642], [1.4215, -3.8904, 2.4245], [1.6533, -3.2921, 3.2971], [-0.4666, -3.8515, -0.3849], [1.4375, 5.9207, -2.7182], [-2.0574, -1.0681, -1.9242], [4.6523, 1.7172, 3.3655], [5.4010, 0.2338, 1.6073], [-4.8565, -0.6811, 0.2504], [2.2710, -6.8391, 0.9839], [-1.0323, 2.3828, -7.6306], [2.7756, -5.4560, 2.9760], [-0.2230, 4.3235, 0.5432], [-3.9423, -3.6959, 1.4895], [2.8720, 5.6731, -3.7364], [0.2345, -4.2028, 0.3638], [0.6263, 3.4495, -0.2126], [-2.5198, 1.7999, -5.0086], [-0.0452, -1.3504, -1.6620], [1.7842, -3.8898, -3.0008], [-0.1810, -1.4636, 3.4202], [-4.2296, -1.4625, 0.6621], [0.9029, -3.3007, -2.7716], [-0.3258, -3.6620, -3.2372], [3.7732, 0.2821, 0.8569], [-5.8193, -2.8979, 0.8125], [-1.6830, 0.8095, -7.1548], [-2.8771, -1.2199, 0.8593], [1.2756, 6.3660, -0.0473], [1.0551, -2.1538, -1.9456], [-2.4477, -3.1018, -3.2525], [-1.5852, -2.1588, 6.4309], [2.0547, -5.1134, 2.2431], [-4.3500, -4.6712, 1.7294], [-1.1612, 2.4073, 2.3105], [-1.2277, -1.7316, -2.1481], [-2.7855, 2.1628, -7.4705], [0.5015, -3.4230, 1.4906], [2.0182, 5.1790, -3.2645], [-3.3244, 2.8255, 0.8545], [-1.0071, 2.0690, 3.6882], [-1.9573, -4.2333, 2.0805], [0.2139, 6.5908, 1.8218], [0.0287, 3.8895, -3.6764], [-1.3469, 4.9546, -0.0809], [2.6267, 1.4964, 1.3054], [-2.0413, -2.2021, 1.3855], [0.7605, 5.2234, -5.0278], [-4.7661, -2.7022, 0.9760], [-0.8897, 1.3867, 1.3166], [-1.8143, 1.8872, -7.0532], [0.1388, -0.9092, 6.1367], [0.2551, -0.6858, 7.1910], [-0.2639, -1.7587, 1.6070], [-1.5337, 1.9041, -2.3216], [2.2906, -1.8372, -1.3570], [-3.4012, 3.6919, 2.8395], [0.8413, -0.6224, 3.8546], [5.4329, 1.7284, 2.6088], [-1.8552, 3.3686, -5.4760]], "forces_ev_per_angstrom": [[-0.057, 0.077, 0.044], [0.004, 0.008, -0.001], [0.011, 0.001, -0.028], [-0.031, -0.012, -0.008], [0.007, -0.021, 0.015], [0.009, 0.008, -0.006], [-0.038, 0.004, -0.005], [-0.002, -0.003, -0.004], [-0.002, -0.008, 0.007], [0.052, -0.008, -0.068], [0.002, -0.004, 0.000], [0.120, -0.016, 0.000], [0.001, 0.001, -0.001], [-0.189, -0.022, 0.104], [0.006, 0.000, 0.036], [-0.040, -0.056, 0.002], [-0.001, -0.011, 0.000], [-0.004, -0.010, -0.007], [0.005, 0.005, 0.007], [0.008, 0.011, -0.003], [0.078, 0.221, 0.220], [0.010, 0.010, 0.015], [0.001, 0.004, -0.003], [0.007, -0.027, -0.007], [0.007, 0.008, 0.011], [0.089, -0.011, 0.042], [0.005, 0.019, 0.007], [0.002, -0.014, 0.012], [-0.030, 0.013, -0.005], [0.006, -0.006, 0.021], [0.358, -0.197, 0.041], [0.016, 0.009, 0.010], [0.004, -0.006, 0.001], [0.000, 0.008, -0.009], [-0.026, 0.030, 0.029], [0.002, 0.005, -0.004], [-0.007, -0.010, 0.000], [0.017, -0.008, 0.016], [-0.003, -0.001, 0.000], [-0.001, 0.000, 0.000], [0.001, 0.002, 0.000], [0.001, 0.001, -0.002], [-0.184, 0.196, 0.218], [0.003, 0.004, -0.001], [-0.001, -0.002, -0.003], [-0.008, -0.009, 0.009], [0.001, -0.086, -0.318], [0.004, 0.004, -0.001], [0.112, -0.016, -0.067], [-0.002, 0.001, 0.000], [0.010, 0.000, -0.008], [-0.015, -0.012, 0.002], [-0.002, -0.049, -0.016], [0.008, -0.037, -0.023], [-0.079, -0.042, -0.032], [0.000, -0.001, 0.001], [-0.001, 0.000, 0.002], [-0.007, 0.023, 0.004], [0.014, 0.000, -0.028], [-0.081, 0.048, 0.022], [-0.005, 0.004, 0.001], [0.000, -0.001, -0.001], [0.002, -0.001, -0.001], [-0.003, 0.000, -0.002], [0.059, -0.087, 0.054], [0.001, -0.018, -0.049], [0.001, 0.001, 0.002], [-0.020, 0.011, -0.012], [0.018, -0.027, 0.014], [-0.033, 0.026, -0.017], [0.003, 0.049, 0.033], [0.004, 0.007, -0.012], [-0.033, 0.007, 0.035], [0.066, 0.036, -0.038], [0.161, 0.005, -0.040], [0.130, 0.012, 0.042], [0.031, -0.016, -0.018], [0.001, -0.007, 0.012], [0.016, 0.014, -0.002], [-0.085, 0.063, -0.043], [-0.003, -0.002, 0.001], [-0.001, -0.003, -0.013], [-0.003, 0.000, 0.000], [-0.096, 0.002, 0.028], [-0.142, -0.018, -0.063], [-0.205, -0.113, -0.130], [-0.052, 0.016, 0.011], [-0.007, 0.005, -0.039], [0.014, 0.017, 0.005], [0.007, 0.000, 0.000]], "lowdin_charge": [0.29, 0.07, -0.08, -0.34, 0.14, -0.09, -0.33, -0.11, 0.08, -0.68, 0.10, -0.67, 0.08, -0.28, -0.36, -0.17, -0.08, 0.08, 0.01, 0.01, -0.18, -0.10, 0.10, 0.11, 0.09, -0.14, -0.12, -0.11, 0.12, 0.05, 0.86, -0.08, 0.10, 0.09, 0.07, 0.07, 0.00, 0.75, 0.10, 0.09, 0.07, 0.09, 0.57, -0.10, 0.07, -0.11, -0.41, 0.08, -0.03, 0.10, -0.36, -0.08, -0.09, -0.14, -1.13, 0.09, 0.07, -0.10, 0.12, -0.33, 0.07, 0.09, -0.10, 0.09, 0.56, -0.22, 0.07, -0.35, -0.08, 0.13, -0.26, 0.10, 0.12, -0.36, -0.27, 0.49, -0.35, 0.11, -0.10, -0.45, -0.09, -0.10, 0.09, 1.14, 0.28, -0.18, 0.13, -0.11, -0.51, 0.11]}

---

{"formula": "C6H18ClN4O4Ru", "method": "the ωB97M-V functional and the def2-TZVPD basis", "total_charge": 2, "spin_multiplicity": 2, "total_energy_ev": -35746.7562, "homo_energy_ev": [-17.889, -17.674], "s_squared": 0.754, "largest_force_ha_per_bohr": 0.0080, "de_lowest_kj_mol": 0.0, "orbital_gap_ev": [10.69, 8.64], "symbols": ["H", "H", "H", "H", "C", "H", "C", "Ru", "H", "H", "O", "C", "Cl", "O", "N", "H", "H", "H", "C", "N", "H", "O", "H", "O", "H", "H", "N", "N", "C", "C", "H", "H", "H", "H"], "positions_angstrom": [[1.0209, 2.7592, 0.3871], [1.7173, 1.3124, 1.5241], [-1.2862, 2.7093, -0.0159], [-0.6016, -2.7438, 0.4972], [0.8543, -0.4356, 2.3901], [0.8664, 3.1301, -1.3159], [1.4807, 1.0940, -0.9474], [-0.9997, -0.0494, 0.1205], [-1.1975, -0.5902, 2.6690], [1.2208, 0.7757, -1.9590], [-3.4869, 1.5994, -1.4485], [1.6013, -1.3516, -0.5086], [-3.3103, 0.2209, -1.2392], [-3.0405, -0.0296, 0.2571], [-0.5505, -0.0007, 2.1442], [-1.5157, -2.4032, -0.8142], [0.7922, -3.1360, -1.3978], [-1.1201, 1.9650, -1.4320], [1.7023, 0.2401, 1.3427], [-0.7358, 1.9908, -0.4862], [1.1825, -0.1741, 3.3956], [-1.9518, -0.1997, -1.7656], [0.1794, -1.6513, -2.1190], [-4.3256, -0.6056, -1.7035], [0.8862, -1.5217, 2.3046], [2.5581, 1.2725, -0.9165], [-0.7071, -2.0896, -0.2763], [1.1160, -0.0168, -0.0153], [0.4856, -2.1128, -1.1801], [0.7070, 2.3513, -0.5704], [2.7375, -0.1039, 1.3755], [-0.6896, 0.9348, 2.5271], [2.4537, -1.2241, -1.1774], [1.9566, -1.9157, 0.3540]], "forces_ev_per_angstrom": [[-0.008, 0.005, -0.001], [-0.013, 0.000, 0.004], [0.092, -0.009, 0.127], [0.073, 0.017, 0.008], [-0.057, 0.010, 0.000], [-0.001, -0.015, -0.013], [-0.054, 0.124, 0.036], [-0.087, 0.333, 0.075], [0.002, 0.015, 0.019], [-0.021, 0.006, 0.004], [-0.037, 0.006, -0.027], [0.079, -0.018, 0.015], [-0.105, -0.150, 0.314], [0.071, 0.129, -0.296], [0.144, -0.032, 0.281], [-0.029, -0.091, 0.087], [-0.009, -0.004, 0.011], [-0.030, 0.074, 0.006], [0.033, 0.008, -0.028], [-0.018, -0.186, -0.037], [0.002, 0.002, -0.002], [0.135, 0.106, -0.374], [0.014, 0.012, 0.009], [0.028, -0.073, -0.043], [0.005, -0.001, 0.001], [-0.001, -0.003, -0.006], [-0.128, -0.066, -0.063], [-0.058, -0.068, 0.092], [-0.042, -0.032, -0.088], [0.040, -0.119, -0.085], [-0.003, -0.003, -0.028], [-0.009, -0.003, 0.006], [-0.010, 0.029, -0.002], [0.001, -0.001, -0.002]], "nbo_charge": [0.22, 0.22, 0.44, 0.42, -0.24, 0.26, -0.24, 1.06, 0.43, 0.23, -0.72, -0.24, 2.50, -0.76, -0.72, 0.43, 0.26, 0.43, -0.25, -0.76, 0.26, -0.81, 0.24, -0.65, 0.21, 0.25, -0.74, -0.37, -0.25, -0.25, 0.25, 0.42, 0.25, 0.22]}

---

{"formula": "C5H6N2O", "method": "the ωB97M-V functional and the def2-TZVPD basis", "spin_multiplicity": 1, "total_energy_ev": -10304.4302, "homo_energy_ev": -8.254, "largest_force_ha_per_bohr": 0.1154, "de_lowest_kj_mol": 499.1, "orbital_gap_ev": 9.05, "symbols": ["H", "N", "O", "C", "C", "H", "C", "C", "H", "N", "H", "H", "H", "C"], "positions_angstrom": [[1.9506, -2.3803, 0.0027], [-1.4186, -1.4698, -0.1796], [-2.2127, -0.4961, 0.2255], [1.1666, -1.4139, -0.0153], [1.6916, -0.2080, -0.2189], [1.3574, 1.7559, 0.2135], [-0.2464, -1.0524, 0.1325], [-0.3670, 0.4491, 0.4292], [-1.2514, 0.7434, -1.5200], [0.8828, 0.9488, 0.0810], [2.7449, 0.1004, -0.1416], [-2.0631, 1.6801, -0.2455], [-0.6952, 0.5346, 1.6563], [-1.5393, 0.8082, -0.4197]], "forces_ev_per_angstrom": [[-3.105, 2.570, -0.181], [2.526, -2.976, 0.596], [-3.907, 3.839, -2.285], [1.483, -2.082, -0.696], [1.916, 3.448, 2.361], [0.940, 2.947, 0.868], [-0.152, -0.215, -0.335], [-0.528, 0.869, 3.274], [-0.785, -0.549, 1.276], [1.095, -5.162, -2.199], [-0.184, -0.753, -0.868], [-1.424, 1.511, 0.849], [0.931, 0.089, -3.143], [1.196, -3.536, 0.482]], "nbo_charge": [0.27, -0.12, -0.38, -0.35, 0.04, 0.40, 0.18, -0.12, 0.20, -0.62, 0.20, 0.20, 0.21, -0.09]}